# 1
{"formula": "C16H40Br4N3", "method": "ωB97M-V/def2-TZVPD", "symbols": ["N", "H", "H", "H", "H", "C", "C", "C", "N", "C", "C", "C", "C", "C", "H", "H", "H", "H", "H", "H", "H", "H", "H", "H", "H", "H", "H", "H", "H", "H", "H", "H", "C", "C", "C", "N", "C", "C", "C", "C", "C", "H", "H", "H", "H", "H", "H", "H", "H", "H", "H", "H", "H", "H", "H", "H", "H", "H", "H", "Br", "Br", "Br", "Br"], "xyz": [[0.8929, 0.2335, 1.8025], [-0.1361, 0.3045, 1.8535], [1.1974, -0.6212, 2.2975], [1.3776, 1.1122, 2.0881], [1.1355, 0.1911, 0.7986], [-0.3208, -6.4136, -4.3421], [-0.0085, -4.9985, -3.8365], [0.5269, -5.0072, -2.4024], [0.5795, -3.6291, -1.7881], [1.6213, -2.7824, -2.4709], [1.0442, -3.8042, -0.3384], [0.5868, -2.5538, 0.3388], [-0.5817, -1.9933, -0.4567], [-0.7945, -2.9579, -1.6116], [0.4238, -6.8680, -4.9985], [-1.2889, -6.4016, -4.8365], [-0.2961, -7.1682, -3.5488], [-0.9092, -4.3924, -3.8591], [0.8273, -4.6221, -4.4287], [1.4752, -5.5102, -2.2339], [-0.2783, -5.4898, -1.8423], [2.5730, -3.3045, -2.4390], [1.7044, -1.8042, -1.9895], [1.2700, -2.6290, -3.4899], [2.1290, -3.8868, -0.3021], [0.5788, -4.7148, 0.0363], [1.3639, -1.7990, 0.4540], [0.3573, -2.7858, 1.3809], [-0.2863, -1.0192, -0.8505], [-1.5158, -1.8731, 0.0903], [-1.0607, -2.5498, -2.5851], [-1.4690, -3.7860, -1.3889], [-0.3718, 3.6099, 4.9090], [-0.3981, 4.1958, 3.5131], [-0.9090, 3.2080, 2.4738], [-1.0117, 3.7370, 1.0405], [-2.0214, 4.8116, 0.9205], [0.3445, 4.3038, 0.6826], [0.3997, 4.4098, -0.8373], [-0.3599, 3.1344, -1.2593], [-1.1569, 2.6648, -0.0237], [-1.3384, 3.1879, 5.1899], [-0.0591, 4.3166, 5.6753], [0.3774, 2.8156, 4.8744], [0.6256, 4.3595, 3.1630], [-0.9377, 5.1465, 3.4650], [-1.9181, 2.8945, 2.7520], [-0.2888, 2.3196, 2.3717], [-1.7315, 5.6994, 1.4685], [-2.9815, 4.4101, 1.2518], [-2.2397, 4.9797, -0.1346], [0.5731, 5.1879, 1.2720], [1.1090, 3.5801, 0.9717], [-0.1887, 5.2773, -1.1365], [1.3935, 4.2859, -1.2548], [-1.0758, 3.3337, -2.0574], [0.3491, 2.3772, -1.5546], [-2.2037, 2.4337, -0.2114], [-0.7263, 1.7510, 0.3860], [2.0838, 3.0303, 2.9400], [2.0884, 0.2601, -1.3550], [2.3015, -2.3440, 3.4299], [-2.4467, 0.1467, 1.9730]], "forces_ev_per_a": [[-0.115, 0.444, -1.069], [-0.190, -0.068, 0.355], [0.538, -0.033, 0.430], [-0.004, -0.329, 0.765], [0.161, -0.361, 0.008], [0.178, -0.557, 0.329], [1.703, -0.658, 0.176], [-2.037, 0.582, 0.150], [1.176, -0.954, 0.651], [-1.091, -0.122, -0.372], [0.191, 0.275, -0.470], [-0.322, 0.354, 1.536], [-0.494, 0.197, -0.627], [1.133, -0.563, -0.594], [0.030, 0.651, -0.421], [0.024, -0.372, -0.033], [-0.630, 0.276, 0.304], [0.196, 0.248, -0.267], [-0.597, 0.564, -0.451], [0.057, 0.056, -0.192], [0.428, -0.355, 0.380], [-0.021, -0.102, -0.043], [-0.004, -0.154, 0.103], [0.239, 0.044, -0.092], [-0.035, -0.283, -0.174], [-0.057, 0.061, 0.062], [0.216, -0.407, -0.518], [-0.241, -0.025, -0.063], [-0.176, 0.019, -0.016], [0.141, 0.071, 0.203], [-0.103, 0.299, 0.156], [-0.076, 0.077, 0.157], [-0.032, -0.519, -0.276], [-0.265, 0.997, -0.994], [-1.710, -0.316, 0.132], [1.415, 0.754, 0.192], [-1.113, -0.985, -0.599], [1.015, -0.127, -0.776], [-1.376, -0.604, 0.498], [-0.991, 0.439, 0.398], [0.194, -0.408, 0.105], [-0.031, -0.026, 0.064], [-0.020, 0.211, -0.134], [-0.198, -0.070, 0.301], [-0.647, 0.831, 0.825], [-0.387, -0.043, 0.085], [0.030, -0.256, -0.296], [-0.176, 0.417, 0.431], [0.042, -0.015, -0.073], [0.159, 0.058, 0.569], [0.574, 0.446, -0.055], [-0.302, 0.160, -0.180], [-0.426, -0.048, 0.147], [0.626, 0.269, -0.521], [0.167, 0.867, 0.195], [0.262, -0.035, -0.256], [0.008, -0.381, -0.149], [-0.016, 0.185, 0.188], [-0.134, 0.233, 0.033], [3.327, -1.423, 0.078], [0.064, 0.719, -0.014], [-0.092, -0.080, -0.164], [-0.183, -0.123, -0.119]], "de_lowest_ev": 0.269, "energy_ev": -301884.3065, "charge": -1, "fmax_ev_per_a": 3.6, "homo_lumo_gap_ha": 0.23493}

---

# 2
{"formula": "C16H40FN5O3SbTi", "method": "ωB97M-V/def2-TZVPD", "symbols": ["Ti", "C", "O", "C", "C", "O", "C", "C", "O", "C", "H", "H", "H", "H", "H", "H", "H", "H", "H", "H", "H", "H", "H", "H", "C", "N", "C", "C", "N", "N", "C", "N", "N", "H", "H", "H", "H", "H", "H", "H", "H", "H", "H", "H", "F", "C", "C", "Sb", "C", "C", "C", "C", "H", "H", "H", "H", "H", "H", "H", "H", "H", "H", "H", "H", "H", "H", "H"], "xyz": [[-0.3312, -0.0612, 1.0677], [-0.9847, 0.0112, 4.3103], [-0.0155, -0.3600, 3.3130], [0.9330, -1.3054, 3.8068], [1.9597, -1.4882, 2.7194], [1.3139, -1.6955, 1.4561], [0.9958, -3.0475, 1.0922], [-0.4411, -3.3427, 1.4276], [-1.2000, -2.2326, 0.9556], [-2.6157, -2.4748, 1.0729], [-0.4811, 0.5236, 5.1301], [-1.7105, 0.6581, 3.8313], [-1.4847, -0.8835, 4.6840], [1.4074, -0.9206, 4.7137], [0.4194, -2.2369, 4.0604], [2.5539, -0.5814, 2.5961], [2.6348, -2.3162, 2.9388], [1.1574, -3.1117, 0.0162], [1.6769, -3.7433, 1.5841], [-0.7601, -4.2576, 0.9206], [-0.6111, -3.4702, 2.5006], [-2.8606, -3.4021, 0.5546], [-2.8923, -2.5472, 2.1255], [-3.1312, -1.6356, 0.6209], [3.8476, 0.3915, -1.5511], [3.3726, 1.5926, -0.8714], [4.0740, 2.8373, -1.1903], [2.2604, 1.5206, -0.1220], [1.4605, 0.4953, -0.0855], [2.0142, 2.6226, 0.6864], [0.8568, 2.8800, 1.3883], [0.8346, 4.0832, 1.9947], [-0.0963, 2.0098, 1.4531], [4.8687, 0.5636, -1.8789], [3.2427, 0.1547, -2.4308], [3.8547, -0.4576, -0.8672], [4.9895, 2.9403, -0.6064], [3.4332, 3.7026, -1.0383], [4.3305, 2.8287, -2.2479], [1.7532, -0.2068, -0.7551], [2.7821, 3.2570, 0.8262], [1.4578, 4.8231, 1.7194], [0.0395, 4.3515, 2.5490], [-0.9134, 2.3780, 1.9297], [-2.0576, 0.2563, 1.5599], [-4.4541, 0.3983, -0.9480], [-3.3713, 1.0817, -1.7762], [-1.4634, 0.1774, -1.5621], [-1.7584, -1.6196, -2.6618], [-0.4500, -2.3498, -2.9372], [-0.3032, 1.2812, -2.9705], [-1.0168, 1.5450, -4.2924], [-5.4223, 0.8701, -1.1152], [-4.2375, 0.4526, 0.1195], [-4.5659, -0.6541, -1.2195], [-3.2731, 2.1363, -1.5143], [-3.6015, 1.0390, -2.8420], [-2.2697, -1.3541, -3.5883], [-2.4476, -2.2443, -2.0913], [0.2342, -1.7445, -3.5357], [-0.6147, -3.2787, -3.4834], [0.0655, -2.6094, -2.0071], [0.6152, 0.7091, -3.1302], [-0.0052, 2.2127, -2.4833], [-1.3329, 0.6186, -4.7744], [-0.3627, 2.0656, -4.9925], [-1.9026, 2.1645, -4.1547]], "forces_ev_per_a": [[0.068, -0.386, 0.215], [0.052, -0.010, -0.038], [0.057, 0.028, -0.147], [-0.041, 0.055, 0.058], [0.023, -0.037, -0.089], [-0.015, -0.008, -0.110], [0.082, 0.019, 0.058], [-0.073, 0.006, -0.032], [-0.038, 0.066, -0.057], [0.096, 0.011, -0.025], [-0.015, 0.007, 0.005], [-0.013, -0.003, 0.013], [-0.018, 0.013, 0.009], [0.011, -0.004, -0.010], [0.015, -0.014, -0.014], [-0.027, 0.021, 0.027], [-0.009, 0.003, 0.012], [-0.038, -0.002, -0.005], [-0.019, 0.001, 0.013], [-0.004, 0.005, 0.010], [0.036, 0.000, 0.010], [-0.023, 0.003, 0.001], [-0.030, -0.006, -0.005], [-0.018, -0.003, 0.010], [-0.014, 0.023, -0.019], [-0.031, -0.067, -0.047], [-0.039, 0.016, 0.007], [-0.022, 0.135, 0.061], [0.069, -0.059, 0.181], [-0.006, -0.050, -0.087], [-0.037, -0.023, -0.107], [0.029, 0.029, -0.012], [0.005, 0.289, 0.179], [0.003, -0.005, 0.011], [-0.001, 0.000, 0.001], [-0.002, -0.005, -0.005], [0.002, 0.016, 0.000], [-0.003, 0.000, -0.001], [0.037, -0.016, 0.014], [-0.026, -0.039, 0.045], [0.002, 0.012, 0.027], [-0.001, 0.004, 0.006], [-0.013, -0.016, -0.010], [-0.016, -0.030, -0.011], [0.047, 0.004, 0.008], [-0.026, -0.056, 0.041], [-0.122, 0.099, -0.086], [0.066, -0.007, 0.055], [-0.104, -0.089, -0.104], [0.088, -0.010, 0.021], [0.111, 0.042, -0.079], [-0.011, 0.007, -0.027], [0.009, 0.020, -0.006], [0.003, 0.018, -0.002], [0.012, 0.008, -0.017], [0.004, -0.014, 0.035], [-0.030, -0.002, 0.010], [0.015, -0.017, -0.009], [0.015, -0.007, 0.007], [-0.017, 0.006, -0.008], [-0.030, 0.004, -0.003], [-0.017, 0.004, 0.000], [-0.004, -0.004, -0.005], [-0.032, 0.013, -0.001], [0.011, -0.009, 0.009], [0.010, 0.002, 0.007], [0.002, 0.008, 0.010]], "de_lowest_ev": 0.210, "energy_ev": -63194.0167, "charge": 2, "fmax_ev_per_a": 0.4, "s2": 0.753, "homo_lumo_gap_ha": [0.31491, 0.33249], "spin_multiplicity": 2}